{
  "formula": "C41H42N5OPbSSb",
  "method": "the ωB97M-V functional and the def2-TZVPD basis",
  "symbols": ["Pb", "C", "C", "C", "C", "N", "C", "N", "C", "N", "C", "N", "C", "C", "C", "C", "C", "N", "C", "C", "C", "C", "C", "C", "H", "H", "H", "H", "H", "H", "H", "H", "H", "H", "H", "H", "C", "C", "C", "C", "C", "C", "C", "C", "C", "C", "H", "H", "H", "H", "H", "H", "H", "H", "H", "H", "H", "H", "H", "H", "C", "Sb", "C", "C", "H", "H", "H", "H", "H", "H", "H", "H", "H", "C", "C", "O", "S", "C", "C", "C", "C", "C", "C", "C", "C", "H", "H", "H", "H", "H", "H", "H"],
  "xyz": [[0.2232, -0.3523, -1.3105], [-2.8081, -2.5674, -3.8128], [-3.4672, -1.5845, -4.5579], [-3.4229, -0.2845, -4.1231], [-2.6791, 0.0400, -2.9689], [-2.0125, -0.9086, -2.2793], [-2.1128, -2.1789, -2.6939], [-2.7562, 1.3127, -2.5385], [-1.9299, 2.0278, -1.8683], [-0.6511, 1.7199, -1.4470], [-0.0832, 2.8648, -0.9223], [1.0844, 3.0806, -0.4355], [2.1431, 2.2556, -0.2755], [3.3494, 2.8922, 0.0800], [4.4872, 2.1515, 0.2932], [4.4117, 0.7652, 0.1633], [3.2023, 0.2051, -0.1786], [2.0892, 0.9136, -0.4038], [-1.0535, 3.9597, -1.0082], [-0.9483, 5.3057, -0.7104], [-2.0456, 6.1137, -0.9864], [-3.2127, 5.5824, -1.5227], [-3.3187, 4.2308, -1.8274], [-2.2189, 3.4313, -1.5732], [-2.8358, -3.6016, -4.1139], [-4.0174, -1.8479, -5.4464], [-3.9377, 0.5087, -4.6386], [-1.5782, -2.8960, -2.0824], [3.3513, 3.9656, 0.1678], [5.4202, 2.6311, 0.5513], [5.2788, 0.1432, 0.3139], [3.1127, -0.8627, -0.3219], [-0.0359, 5.7064, -0.3000], [-1.9852, 7.1745, -0.7956], [-4.0544, 6.2287, -1.7136], [-4.2156, 3.8165, -2.2591], [1.5813, -3.5409, 1.0409], [2.0557, -4.4819, -0.0743], [1.3001, -5.8063, -0.0180], [1.9246, -3.7681, -1.3965], [2.9187, -2.8770, -1.7884], [2.8174, -2.1558, -2.9654], [1.7334, -2.3408, -3.8243], [1.6868, -1.6540, -5.1529], [0.7547, -3.2516, -3.4437], [0.8382, -3.9405, -2.2429], [1.5843, -4.0612, 1.9958], [0.5708, -3.1788, 0.8355], [2.2333, -2.6744, 1.1185], [3.1178, -4.6905, 0.0931], [0.2206, -5.6604, -0.0408], [1.5435, -6.3265, 0.9043], [1.5822, -6.4415, -0.8536], [3.8115, -2.7845, -1.1859], [3.6166, -1.4908, -3.2594], [2.4876, -2.0435, -5.7796], [1.8440, -0.5812, -5.0564], [0.7428, -1.8356, -5.6606], [-0.0649, -3.4583, -4.1147], [0.0807, -4.6711, -1.9984], [-2.1819, -3.8659, 1.3172], [-2.8377, -1.8525, 1.0345], [-4.4256, -1.8063, -0.3909], [-3.6751, -1.1477, 2.8643], [-3.0177, -4.4536, 1.6856], [-1.3819, -3.8765, 2.0527], [-1.8285, -4.2851, 0.3793], [-5.3368, -2.0114, 0.1659], [-4.2743, -2.5688, -1.1482], [-4.4886, -0.8279, -0.8555], [-4.5547, -1.7273, 3.1315], [-3.9490, -0.1040, 2.7393], [-2.9278, -1.2254, 3.6481], [3.3917, 4.9231, 7.0633], [2.9086, 3.7848, 6.2519], [3.4015, 2.7294, 6.0303], [1.3032, 4.2693, 5.4744], [0.8228, 2.9956, 4.3806], [1.1835, 1.6469, 4.4993], [0.7373, 0.7302, 3.5797], [-0.1207, 1.1256, 2.5319], [-0.4985, 2.4831, 2.4330], [-0.0352, 3.3943, 3.3413], [-0.6842, 0.1900, 1.6866], [-1.1345, -0.6236, 0.8581], [4.2579, 4.6337, 7.6526], [2.5956, 5.2789, 7.7149], [3.6666, 5.7411, 6.3967], [1.8096, 1.3227, 5.3134], [1.0163, -0.3093, 3.6664], [-1.1617, 2.7795, 1.6371], [-0.3346, 4.4293, 3.2790]],
  "lowdin_charge": [1.433, -0.054, -0.024, 0.023, -0.352, -0.054, -0.227, 0.176, -0.290, -0.017, -0.312, 0.174, -0.326, 0.019, -0.028, -0.037, -0.158, -0.038, -0.115, 0.007, -0.045, -0.046, 0.009, -0.102, 0.117, 0.122, 0.123, 0.084, 0.120, 0.121, 0.114, 0.063, 0.118, 0.114, 0.114, 0.118, -0.056, -0.366, -0.060, -0.223, -0.067, -0.065, -0.314, -0.034, -0.075, -0.057, 0.087, 0.043, 0.070, 0.146, 0.059, 0.087, 0.094, 0.122, 0.126, 0.096, 0.084, 0.081, 0.108, 0.108, -0.205, 1.592, -0.192, -0.212, 0.035, 0.025, 0.009, 0.035, 0.019, 0.026, 0.032, 0.032, 0.029, -0.066, -0.679, 0.067, 1.065, -0.485, -0.045, 0.015, -0.241, 0.000, -0.079, -0.116, -0.355, 0.101, 0.089, 0.099, 0.108, 0.127, 0.118, 0.113],
  "total_charge": 2,
  "orbital_gap_ev": 6.391
}

{
  "formula": "C13H21NO4",
  "method": "the ωB97M-V functional and the def2-TZVPD basis",
  "symbols": ["C", "H", "O", "C", "C", "C", "C", "C", "C", "H", "H", "H", "O", "C", "C", "O", "C", "C", "N", "H", "C", "C", "O", "H", "H", "H", "H", "H", "H", "H", "H", "H", "H", "H", "H", "H", "H", "H", "H"],
  "xyz": [[-2.8683, 1.4909, 0.5879], [-2.4442, 1.2336, -0.5345], [-2.1933, 2.5962, 1.0348], [-0.9510, 2.7999, 1.2256], [-0.1173, 1.8841, 0.8039], [1.2157, 2.0299, 1.2652], [1.5880, 3.2319, 1.8674], [0.9688, 4.2614, 1.9612], [-0.3914, 4.1115, 1.7692], [-1.2093, 4.8003, 1.9691], [1.4121, 5.1226, 2.5655], [2.9772, 3.4054, 1.9385], [2.1838, 1.1192, 0.7982], [1.9601, -0.2731, 0.5290], [1.4006, -1.0698, 1.4837], [0.2805, -2.0309, 1.2680], [0.6606, -3.2156, 0.4313], [0.8568, -2.9904, -0.9784], [-0.1999, -2.5902, -1.5803], [-0.7107, -1.9110, -0.6830], [-0.1753, -1.6791, -2.8209], [-1.5994, -1.2283, -2.9725], [-2.1421, -0.5011, -2.0966], [-2.5367, -1.0648, -1.2957], [-1.9743, -2.0443, -3.5493], [-1.4830, -0.6757, -4.1041], [-0.0034, -2.3899, -3.6349], [0.6313, -0.9683, -2.6703], [1.0674, -3.9316, -1.4073], [1.7099, -2.3725, -1.2392], [0.1838, -3.9875, 0.6800], [1.8301, -3.4625, 0.8041], [0.8629, -0.5528, 2.3404], [2.0769, -1.5933, 2.0198], [2.7670, -0.5849, 0.0384], [1.3169, -0.2162, -0.2322], [-0.3241, 0.9069, 0.4824], [-4.0167, 1.6355, 0.6945], [-2.6100, 0.7047, 1.2410]],
  "lowdin_charge": [-0.078, 0.140, -0.069, -0.311, 0.037, -0.190, -0.145, -0.199, 0.044, 0.102, 0.151, 0.215, -0.030, -0.203, -0.174, -0.141, -0.131, -0.424, -0.078, 0.201, -0.155, -0.454, -0.027, 0.188, 0.099, 0.177, 0.119, 0.109, 0.124, 0.119, 0.044, 0.187, 0.174, 0.093, 0.109, 0.085, 0.098, 0.129, 0.067],
  "orbital_gap_ev": 8.305
}

{
  "formula": "C5H14",
  "method": "the ωB97M-V functional and the def2-TZVPD basis",
  "symbols": ["C", "C", "C", "H", "H", "H", "H", "H", "H", "H", "H", "C", "C", "H", "H", "H", "H", "H", "H"],
  "xyz": [[0.9340, 1.7396, -1.1297], [0.8548, 1.6942, 0.4293], [-0.5292, 1.6123, 1.0515], [0.8709, 2.7865, -1.5370], [0.1785, 1.0780, -1.5402], [1.8627, 1.2905, -1.4931], [1.5295, 0.8511, 0.6408], [1.3557, 2.5911, 0.8386], [-0.6457, 0.5735, 1.3446], [-0.4986, 2.1074, 2.0213], [-1.2823, 2.1810, 0.5189], [-0.0335, -2.5743, -0.6400], [-1.0986, -2.1393, 0.3559], [-0.4509, -2.6649, -1.6179], [0.7247, -1.7549, -0.7168], [0.5751, -3.4583, -0.4181], [-1.2876, -1.0663, 0.2818], [-0.9360, -2.3568, 1.3989], [-2.1234, -2.4906, 0.2113]],
  "lowdin_charge": [-0.127, -0.318, -0.121, 0.079, 0.054, 0.057, 0.093, 0.095, 0.045, 0.062, 0.077, -0.155, -0.173, 0.049, 0.063, 0.064, 0.034, 0.058, 0.062],
  "smiles": "CCC.CC",
  "orbital_gap_ev": 12.199
}

{
  "formula": "C45H39N3P2PdS4Te",
  "method": "the ωB97M-V functional and the def2-TZVPD basis",
  "symbols": ["Pd", "S", "C", "C", "N", "C", "S", "C", "N", "C", "S", "C", "C", "C", "N", "P", "C", "C", "C", "C", "C", "C", "C", "C", "C", "C", "C", "C", "P", "C", "C", "C", "C", "C", "C", "C", "C", "C", "C", "C", "C", "H", "H", "H", "H", "H", "H", "H", "H", "H", "H", "H", "H", "H", "H", "H", "H", "H", "H", "H", "H", "H", "H", "H", "H", "H", "H", "H", "H", "H", "Te", "C", "C", "C", "C", "C", "C", "C", "C", "C", "C", "C", "C", "H", "H", "H", "H", "H", "H", "H", "H", "H", "H", "S", "C"],
  "xyz": [[0.9920, 0.2887, 0.8814], [3.3536, 0.6306, 1.4004], [4.0627, -0.5159, 0.3682], [5.3089, -0.1750, -0.1845], [6.3185, 0.1678, -0.6465], [3.4312, -1.8528, 0.1334], [1.7713, -2.1399, 0.4371], [4.1731, -2.9370, -0.3517], [4.7557, -3.8474, -0.7803], [-5.1012, 1.8914, -4.8139], [-3.5386, 1.8445, -5.7201], [-2.7452, 0.4523, -4.8768], [-1.9318, 0.8862, -3.6645], [-1.2883, -0.3115, -2.9728], [-0.5553, 0.0880, -1.7541], [-1.2170, -0.0773, -0.1753], [-2.8393, 0.7187, -0.2829], [-3.9583, 0.0460, -0.7754], [-5.1535, 0.7300, -0.9441], [-5.2391, 2.0801, -0.6232], [-4.1378, 2.7449, -0.1008], [-2.9436, 2.0614, 0.0841], [-1.6463, -1.8345, -0.0056], [-1.1680, -2.8272, -0.8520], [-1.4835, -4.1588, -0.6096], [-2.2538, -4.5046, 0.4906], [-2.7156, -3.5186, 1.3556], [-2.4123, -2.1892, 1.1084], [1.1122, 0.3246, -1.6422], [1.7994, 0.0771, -3.2872], [1.7552, 1.0869, -4.2502], [2.2099, 0.8170, -5.5310], [2.7244, -0.4380, -5.8422], [2.7980, -1.4306, -4.8744], [2.3343, -1.1764, -3.5920], [1.3051, 2.0956, -1.3086], [0.2189, 2.9760, -1.2612], [0.4383, 4.3253, -1.0440], [1.7345, 4.7988, -0.8694], [2.8202, 3.9265, -0.9248], [2.6101, 2.5771, -1.1348], [-5.7266, 2.6334, -5.3070], [-4.9510, 2.1824, -3.7741], [-5.5939, 0.9204, -4.8671], [-2.1069, -0.0270, -5.6217], [-3.5266, -0.2567, -4.5911], [-2.5787, 1.4128, -2.9571], [-1.1535, 1.5825, -3.9862], [-0.6006, -0.8053, -3.6620], [-2.0505, -1.0416, -2.6987], [-3.9018, -1.0072, -1.0206], [-6.0225, 0.2063, -1.3236], [-6.1722, 2.6110, -0.7675], [-4.2092, 3.7918, 0.1682], [-2.0934, 2.5663, 0.5315], [-0.5389, -2.5716, -1.6949], [-1.1247, -4.9267, -1.2838], [-2.4949, -5.5441, 0.6774], [-3.3129, -3.7875, 2.2179], [-2.7951, -1.4154, 1.7678], [1.3738, 2.0700, -4.0018], [2.1658, 1.5904, -6.2869], [3.0820, -0.6357, -6.8447], [3.2187, -2.3987, -5.1136], [2.3932, -1.9455, -2.8277], [-0.7828, 2.6024, -1.4346], [-0.4006, 5.0095, -1.0201], [1.9020, 5.8554, -0.7002], [3.8282, 4.2993, -0.7961], [3.4537, 1.8994, -1.1823], [0.4516, -1.2898, 3.1797], [2.3472, -1.7623, 3.9587], [3.2261, -0.8008, 4.4349], [4.4567, -1.1995, 4.9337], [4.8007, -2.5454, 4.9538], [3.9146, -3.5007, 4.4766], [2.6804, -3.1113, 3.9736], [-0.2646, -0.3778, 4.9541], [0.2896, 0.7703, 5.5076], [-0.1823, 1.2382, 6.7250], [-1.2107, 0.5700, 7.3786], [-1.7787, -0.5613, 6.8115], [-1.3091, -1.0380, 5.5937], [2.9743, 0.2495, 4.4068], [5.1510, -0.4542, 5.3006], [5.7648, -2.8501, 5.3408], [4.1807, -4.5498, 4.4921], [1.9901, -3.8530, 3.5912], [1.0784, 1.3041, 4.9982], [0.2553, 2.1251, 7.1654], [-1.5701, 0.9327, 8.3336], [-2.5841, -1.0793, 7.3165], [-1.7461, -1.9285, 5.1546], [1.4239, 3.1653, 2.7192], [0.6812, 1.9754, 2.1365]],
  "lowdin_spin": [0.855, 0.420, 0.412, 0.063, 0.191, 0.444, 0.542, 0.073, 0.211, 0.000, 0.001, 0.001, 0.004, 0.006, 0.084, 0.072, 0.017, 0.005, 0.001, 0.002, 0.000, 0.003, 0.012, 0.007, 0.001, 0.002, 0.001, 0.004, 0.327, 0.064, 0.017, 0.004, 0.005, -0.001, 0.008, 0.074, 0.042, 0.001, 0.050, 0.000, 0.045, 0.000, 0.000, 0.000, 0.000, 0.000, 0.000, 0.000, 0.002, 0.000, 0.000, 0.000, 0.000, 0.000, 0.001, 0.002, 0.000, 0.000, 0.000, 0.000, 0.001, 0.001, 0.000, 0.000, 0.001, 0.001, 0.000, 0.002, -0.001, 0.003, 0.398, 0.034, 0.016, 0.002, 0.009, 0.002, 0.020, 0.052, 0.008, 0.000, 0.007, 0.002, 0.022, 0.005, 0.000, 0.000, 0.000, 0.004, 0.001, 0.000, 0.000, 0.000, 0.005, 0.115, 0.213],
  "total_charge": 1,
  "s2": 8.803,
  "orbital_gap_ev": [4.748, 4.855],
  "spin_multiplicity": 6
}

{
  "formula": "C14H17NO2S",
  "method": "the ωB97M-V functional and the def2-TZVPD basis",
  "symbols": ["C", "C", "C", "N", "C", "C", "S", "C", "C", "C", "C", "O", "C", "C", "C", "C", "C", "O", "H", "H", "H", "H", "H", "H", "H", "H", "H", "H", "H", "H", "H", "H", "H", "H", "H"],
  "xyz": [[-5.0783, -2.5387, -0.5730], [-5.5515, -1.0934, -0.6558], [-4.9912, -0.2333, 0.4832], [-3.5636, -0.1858, 0.4143], [-2.9562, 0.9178, 0.2237], [-1.5334, 0.9331, 0.1323], [-0.6016, 2.3950, -0.1233], [0.8787, 1.4793, -0.1011], [2.1645, 1.9682, -0.2526], [3.2286, 1.0893, -0.2077], [3.0225, -0.2840, -0.0115], [4.0156, -1.2095, 0.0442], [5.3600, -0.7974, -0.1044], [6.2335, -2.0379, -0.0006], [1.7325, -0.7742, 0.1409], [0.6544, 0.1029, 0.0969], [-0.7401, -0.1906, 0.2296], [-1.2227, -1.4169, 0.4252], [-5.5126, -3.1237, -1.3804], [-3.9957, -2.5897, -0.6523], [-5.3760, -2.9832, 0.3740], [-5.2406, -0.6593, -1.6088], [-6.6416, -1.0564, -0.6066], [-5.4370, 0.7739, 0.4408], [-5.2566, -0.6953, 1.4406], [-3.4796, 1.8774, 0.1287], [2.3331, 3.0229, -0.4039], [4.2260, 1.4809, -0.3270], [5.5024, -0.3150, -1.0817], [5.6259, -0.0802, 0.6849], [7.2791, -1.7646, -0.1099], [6.0866, -2.5141, 0.9648], [5.9649, -2.7459, -0.7796], [1.5699, -1.8284, 0.2922], [-2.2093, -1.3207, 0.4875]],
  "lowdin_charge": [-0.111, -0.247, -0.243, 0.001, -0.152, -0.444, 1.044, -0.475, -0.082, -0.013, -0.258, -0.051, -0.267, -0.065, 0.077, -0.169, -0.298, 0.087, 0.068, 0.059, 0.073, 0.107, 0.103, 0.111, 0.119, 0.125, 0.110, 0.103, 0.125, 0.125, 0.075, 0.078, 0.078, 0.132, 0.076],
  "smiles": "CCC/N=C/c1sc2ccc(OCC)cc2c1O",
  "orbital_gap_ev": 7.866
}

{
  "formula": "C23H47N4Re",
  "method": "the ωB97M-V functional and the def2-TZVPD basis",
  "symbols": ["Re", "N", "C", "C", "N", "C", "C", "N", "C", "C", "N", "H", "H", "H", "H", "H", "H", "H", "H", "H", "H", "H", "H", "H", "H", "H", "H", "H", "H", "C", "C", "C", "C", "C", "C", "C", "C", "C", "C", "C", "C", "C", "C", "C", "C", "C", "H", "H", "H", "H", "H", "H", "H", "H", "H", "H", "H", "H", "H", "H", "H", "H", "H", "H", "H", "H", "H", "H", "H", "H", "H", "H", "H", "H", "H"],
  "xyz": [[-0.6893, -0.6301, 0.5633], [-2.7645, -0.4954, 0.6320], [-3.1818, -0.2423, 2.0503], [-2.5093, -1.2538, 2.9460], [-1.0577, -1.4416, 2.5835], [-0.1680, -0.7212, 3.5501], [-0.3342, 0.7549, 3.3368], [-0.1284, 1.0294, 1.8740], [-0.7187, -2.9054, 2.5580], [-1.3089, -3.5286, 1.3221], [-0.8124, -2.7634, 0.1323], [-3.1328, 0.2441, 0.0352], [-3.2039, -1.3527, 0.2970], [-4.2649, -0.3126, 2.1456], [-2.9004, 0.7806, 2.2848], [-3.0065, -2.2185, 2.8619], [-2.5956, -0.9546, 3.9913], [0.8568, -1.0324, 3.3479], [-0.3982, -1.0041, 4.5790], [0.3698, 1.3205, 3.9449], [-1.3304, 1.0946, 3.6102], [0.8635, 1.1921, 1.7129], [-0.5675, 1.9159, 1.6283], [-1.0825, -3.3957, 3.4633], [0.3690, -2.9955, 2.5538], [-2.3974, -3.4842, 1.3215], [-1.0352, -4.5805, 1.2516], [-1.3481, -3.0262, -0.6933], [0.1292, -3.0800, -0.0820], [1.3375, 1.8153, -0.6616], [1.6218, 0.4852, -0.7206], [0.4162, -0.2713, -1.2911], [-0.6345, 0.6832, -1.1992], [-0.0456, 1.9954, -0.9639], [-0.7456, 3.3071, -1.0617], [-0.8744, 3.9040, 0.3644], [0.1329, 4.2529, -1.9097], [-2.1398, 3.1688, -1.6752], [0.4336, -1.1724, -2.5713], [1.2205, -2.4863, -2.4966], [-1.0034, -1.4708, -3.0349], [1.1002, -0.3031, -3.6545], [2.8229, -0.1865, -0.1189], [3.8921, -0.5317, -1.1756], [3.5181, 0.6969, 0.9294], [2.2393, -1.4338, 0.5598], [2.0133, 2.5955, -0.3371], [-1.5085, 0.6247, -1.8322], [0.0853, 3.9615, 0.8881], [-1.6125, 3.3573, 0.9659], [-1.2512, 4.9244, 0.2756], [1.0600, 4.5210, -1.4011], [-0.4265, 5.1719, -2.0894], [0.3788, 3.8166, -2.8792], [-2.7734, 2.4808, -1.1044], [-2.0964, 2.8245, -2.7107], [-2.6366, 4.1390, -1.6738], [0.8404, -3.2034, -1.7686], [2.2792, -2.3455, -2.2980], [1.1505, -2.9833, -3.4649], [-1.6865, -1.7305, -2.2169], [-0.9992, -2.3077, -3.7328], [-1.4499, -0.6247, -3.5593], [2.1506, -0.1019, -3.4270], [0.5784, 0.6511, -3.7702], [1.0661, -0.8150, -4.6179], [4.2331, 0.3744, -1.6775], [3.5527, -1.2330, -1.9313], [4.7520, -0.9763, -0.6709], [4.0182, 1.5512, 0.4721], [4.2834, 0.1107, 1.4382], [2.8484, 1.0841, 1.7064], [1.9601, -2.2091, -0.1513], [1.3154, -1.1632, 1.1576], [2.9314, -1.8609, 1.2890]],
  "lowdin_spin": [0.947, 0.012, 0.008, 0.003, 0.004, 0.004, 0.001, 0.023, 0.002, 0.000, 0.018, 0.001, 0.003, 0.000, 0.000, 0.000, 0.000, 0.000, 0.000, 0.000, 0.000, 0.000, 0.007, 0.000, 0.000, 0.000, 0.000, 0.007, 0.000, -0.004, -0.006, -0.025, 0.007, -0.018, -0.003, -0.003, -0.001, 0.000, 0.002, 0.000, 0.005, -0.001, 0.000, -0.001, 0.000, 0.002, 0.000, 0.003, 0.000, 0.000, -0.001, 0.000, 0.000, 0.000, 0.000, 0.000, 0.000, 0.000, 0.000, 0.000, 0.003, 0.000, 0.000, 0.000, 0.000, 0.000, 0.000, 0.000, 0.000, 0.000, 0.000, 0.000, 0.000, 0.001, -0.001],
  "total_charge": 3,
  "s2": 0.774,
  "orbital_gap_ev": [7.079, 6.854],
  "spin_multiplicity": 2
}